No. 1
ORCA calculation (wB97M-V/def2-TZVPD) on a structure of composition C4H8O.

ORCA input file:
```
! RIJCOSX wB97M-V def2-TZVPD def2/J DEFGRID3
* xyz 0 1
C -1.247 -0.797 0.003
C -0.006 -0.089 0.523
C 1.280 -0.372 -0.270
O 1.241 0.922 -0.888
C 0.191 1.341 -0.007
H -2.156 -0.364 0.434
H -1.232 -1.865 0.249
H -1.308 -0.701 -1.088
H 0.084 -0.196 1.608
H 1.227 -1.182 -1.009
H 2.181 -0.498 0.345
H 0.554 2.059 0.740
H -0.655 1.781 -0.552
*
```

The energy above the lowest of the compared OMol25 structures with the same formula, charge and spin is 1.1882 eV. The highest occupied orbital energy comes out at -9.62 eV. The frontier orbital gap comes out at 10.743 eV. For the max |F|, the calculation gives 0.0079 hartree/bohr.

Results of the natural (NBO) charge analysis, in e, for atoms 1 through 5: -0.607 -0.267 -0.054 -0.536 -0.053



No. 2
ORCA calculation (wB97M-V/def2-TZVPD) on a structure of composition C34H29BBrEuN9O9S3.

ORCA input file:
```
! RIJCOSX wB97M-V def2-TZVPD def2/J DEFGRID3
* xyz -1 7
Eu -0.376 0.243 0.757
O 2.650 1.253 2.560
C 2.472 0.792 1.447
O 1.755 -0.260 1.148
C 3.086 1.464 0.247
C 4.380 1.874 0.207
C 4.890 2.465 -0.959
C 4.103 2.640 -2.069
C 2.777 2.230 -2.046
C 2.197 1.664 -0.865
O 0.965 1.379 -0.757
N 2.010 2.428 -3.266
O 2.489 3.132 -4.139
O 0.950 1.828 -3.426
N 6.284 2.887 -0.998
O 6.942 2.784 0.026
O 6.739 3.319 -2.046
H 5.026 1.744 1.065
H 4.510 3.084 -2.963
S -0.970 3.045 0.564
C -2.317 2.767 1.593
C -3.028 3.817 2.220
C -4.106 3.534 3.022
C -4.483 2.203 3.213
C -3.738 1.234 2.581
N -2.683 1.483 1.792
H -2.690 4.829 2.044
H -4.664 4.335 3.497
H -5.329 1.931 3.831
H -3.993 0.188 2.715
C -1.751 1.959 5.957
N -2.188 0.674 5.438
C -3.293 -0.053 5.853
C -3.375 -1.124 5.037
N -2.331 -1.057 4.132
B -2.087 -1.993 2.918
N -0.675 -2.640 3.096
C -0.068 -2.941 4.300
C 1.210 -3.290 4.051
N 1.381 -3.214 2.681
C 2.635 -3.373 1.962
C 0.223 -2.808 2.111
S -0.047 -2.653 0.427
C -1.598 0.048 4.386
S -0.158 0.568 3.648
H -2.515 2.340 6.632
H -1.609 2.653 5.131
H -0.802 1.862 6.484
H -3.919 0.269 6.670
H -4.082 -1.938 5.022
H -2.974 -2.818 2.864
H -2.045 -1.307 1.918
H -0.589 -2.844 5.239
H 2.004 -3.584 4.716
H 3.315 -3.963 2.571
H 3.066 -2.398 1.750
H 2.443 -3.876 1.018
C -4.070 -0.633 -0.330
O -2.746 -0.634 -0.859
C -2.636 -0.951 -2.178
C -3.674 -1.412 -2.966
C -3.421 -1.693 -4.306
Br -4.853 -2.332 -5.379
C -2.174 -1.550 -4.860
C -1.124 -1.099 -4.050
C -1.370 -0.775 -2.730
O -0.401 -0.299 -1.897
C 0.235 -1.008 -4.614
N 0.510 -0.812 -5.875
C 1.898 -0.817 -5.940
C 2.742 -0.633 -7.035
C 4.107 -0.682 -6.817
C 4.638 -0.909 -5.536
C 3.818 -1.086 -4.439
C 2.445 -1.034 -4.668
N 1.355 -1.165 -3.841
H -4.712 0.033 -0.907
H -3.987 -0.269 0.681
H -4.480 -1.643 -0.325
H -4.669 -1.547 -2.571
H -1.968 -1.787 -5.894
H 0.108 0.434 -2.298
H 2.328 -0.441 -8.017
H 4.785 -0.537 -7.650
H 5.713 -0.938 -5.407
H 4.227 -1.253 -3.448
H 1.360 -1.340 -2.849
*
```

The energy above the lowest of the compared OMol25 structures with the same formula, charge and spin is 0.0000 eV. The highest occupied orbital energy (spin up / spin down) comes out at -5.33 / -5.34 eV. The frontier orbital gap (spin up / spin down) comes out at 6.806 / 7.354 eV. For the max |F|, the calculation gives 0.0143 hartree/bohr. Its expectation value of S² is 12.0159.

Results of the Löwdin charge analysis, in e, for atoms 1 through 5: 1.704 0.031 -0.628 -0.289 -0.048



No. 3
ORCA calculation (wB97M-V/def2-TZVPD) on a cluster of 10 separate species, C60H80F7O12P3 in total at a distorted geometry.

ORCA input file:
```
! RIJCOSX wB97M-V def2-TZVPD def2/J DEFGRID3
* xyz 0 1
F 2.961 -0.792 7.972
C 3.251 -0.253 6.779
C 4.527 0.246 6.492
C 4.758 0.844 5.224
C 3.740 0.930 4.331
C 2.523 0.349 4.572
C 2.260 -0.292 5.813
H 5.277 0.191 7.267
H 5.681 1.318 4.925
H 3.914 1.555 3.467
H 1.809 0.452 3.768
H 1.309 -0.758 6.020
F 0.673 4.097 -6.170
C 0.004 4.138 -4.966
C 0.164 5.187 -4.052
C -0.541 5.093 -2.880
C -1.426 4.086 -2.574
C -1.609 3.016 -3.480
C -0.889 3.100 -4.726
H 0.959 5.898 -4.223
H -0.422 5.897 -2.168
H -1.923 4.122 -1.616
H -2.205 2.154 -3.217
H -1.072 2.291 -5.419
F 4.298 1.065 -4.872
C 3.185 0.311 -4.941
C 3.327 -1.085 -5.072
C 2.182 -1.881 -5.014
C 0.939 -1.288 -5.029
C 0.759 0.092 -4.962
C 1.895 0.911 -4.884
H 4.339 -1.423 -5.240
H 2.282 -2.942 -5.187
H 0.066 -1.908 -4.891
H -0.209 0.530 -4.765
H 1.818 1.974 -4.711
F 0.155 -4.922 -0.418
C -0.302 -6.028 0.307
C -1.030 -6.957 -0.375
C -1.530 -8.057 0.315
C -1.281 -8.144 1.705
C -0.619 -7.144 2.418
C -0.118 -6.108 1.682
H -1.285 -6.843 -1.418
H -2.101 -8.862 -0.124
H -1.551 -9.035 2.252
H -0.518 -7.141 3.493
H 0.429 -5.295 2.136
F 6.637 -3.066 2.672
C 5.868 -2.558 1.664
C 4.579 -2.076 1.967
C 3.679 -1.761 0.922
C 4.111 -1.722 -0.370
C 5.374 -2.173 -0.684
C 6.252 -2.583 0.303
H 4.215 -2.025 2.983
H 2.614 -1.712 1.096
H 3.452 -1.302 -1.115
H 5.601 -2.210 -1.739
H 7.193 -3.009 -0.009
F 0.465 3.049 0.317
C 0.517 1.700 0.080
C 0.369 1.146 -1.166
C 0.310 -0.248 -1.397
C 0.326 -1.076 -0.284
C 0.358 -0.544 1.020
C 0.554 0.833 1.191
H 0.278 1.752 -2.055
H 0.227 -0.617 -2.409
H 0.230 -2.142 -0.427
H 0.321 -1.217 1.864
H 0.622 1.228 2.194
F -4.879 4.994 0.104
C -4.434 3.742 0.064
C -5.034 2.901 -0.879
C -4.601 1.559 -1.016
C -3.569 1.093 -0.198
C -2.980 1.955 0.713
C -3.419 3.283 0.901
H -5.781 3.240 -1.581
H -5.026 0.934 -1.788
H -3.192 0.091 -0.346
H -2.169 1.585 1.322
H -2.843 3.816 1.642
C -8.072 -0.779 -1.885
C -7.966 -1.831 -3.010
O -6.688 -1.759 -3.489
P -5.511 -2.835 -3.194
O -5.683 -3.552 -1.907
O -5.566 -3.815 -4.507
C -5.513 -3.157 -5.764
C -6.855 -3.337 -6.409
O -4.096 -2.030 -3.336
C -2.873 -2.692 -3.262
C -2.325 -2.505 -1.855
H -7.295 -0.990 -1.151
H -7.912 0.253 -2.195
H -9.036 -0.768 -1.377
H -8.317 -2.792 -2.634
H -8.720 -1.500 -3.724
H -5.288 -2.097 -5.654
H -4.660 -3.505 -6.347
H -7.027 -2.578 -7.172
H -6.951 -4.338 -6.828
H -7.727 -3.303 -5.756
H -2.903 -3.747 -3.535
H -2.172 -2.253 -3.972
H -2.025 -1.461 -1.764
H -3.122 -2.683 -1.133
H -1.555 -3.191 -1.503
C -0.795 6.127 1.351
C 0.428 6.521 0.507
O 0.472 7.923 0.119
P 1.534 8.375 -1.063
O 1.425 7.613 -2.349
O 1.260 9.965 -1.143
C 1.498 10.821 -2.322
C 0.174 11.330 -2.799
O 2.955 8.211 -0.310
C 4.165 8.824 -0.834
C 4.720 8.046 -1.997
H -1.748 6.076 0.825
H -0.569 5.261 1.973
H -0.979 6.973 2.013
H 1.287 6.493 1.177
H 0.633 5.869 -0.342
H 2.191 11.612 -2.035
H 2.037 10.261 -3.085
H 0.324 12.069 -3.586
H -0.468 10.521 -3.146
H -0.380 11.853 -2.018
H 4.123 9.902 -0.988
H 4.799 8.648 0.035
H 3.976 7.746 -2.736
H 5.481 8.633 -2.509
H 5.146 7.115 -1.623
C 3.203 -5.531 7.072
C 2.604 -4.123 7.103
O 2.315 -3.576 5.817
P 1.213 -4.182 4.784
O 0.941 -3.282 3.614
O -0.047 -4.506 5.737
C -1.382 -4.301 5.322
C -2.005 -3.719 6.581
O 1.814 -5.685 4.409
C 2.963 -5.701 3.636
C 3.302 -7.157 3.401
H 3.615 -5.746 8.058
H 2.428 -6.270 6.868
H 3.926 -5.558 6.257
H 1.883 -3.990 7.910
H 3.312 -3.458 7.599
H -1.449 -3.609 4.482
H -1.813 -5.242 4.981
H -1.778 -4.294 7.479
H -1.588 -2.718 6.693
H -3.088 -3.683 6.462
H 2.791 -5.197 2.685
H 3.668 -5.041 4.141
H 3.552 -7.637 4.348
H 2.478 -7.624 2.861
H 4.235 -7.257 2.847
*
```

The highest occupied orbital energy comes out at -9.00 eV. The frontier orbital gap comes out at 9.566 eV. For the max |F|, the calculation gives 0.0784 hartree/bohr. Its SMILES is CCOP(=O)(OCC)OCC.CCOP(=O)(OCC)OCC.CCOP(=O)(OCC)OCC.Fc1ccccc1.Fc1ccccc1.Fc1ccccc1.Fc1ccccc1.Fc1ccccc1.Fc1ccccc1.Fc1ccccc1.

Results of the Löwdin charge analysis, in e, for atoms 1 through 5: 0.055 -0.295 0.008 -0.081 -0.133